# C29H48AsBrN2O4W

A molecular structure, C29H48AsBrN2O4W at a distorted geometry (the ωB97M-V functional and the def2-TZVPD basis, the OMol25 dataset).

Geometry as XYZ:
```
86
Properties=species:S:1:pos:R:3:forces:R:3:mulliken_charge:R:1
W -0.212 0.000 -0.558 0.38 -1.51 -0.69 2.07
C 0.991 1.787 -0.064 -0.02 0.04 -0.05 -1.12
C 1.379 0.796 0.917 -0.28 0.11 0.07 0.91
C 2.121 -0.222 0.190 0.02 0.20 0.13 1.58
C 2.096 0.169 -1.174 0.39 0.22 0.22 -2.11
C 1.462 1.408 -1.365 -0.01 0.22 -0.10 0.27
C 1.661 2.276 -2.595 0.13 -0.03 0.02 1.93
C 3.174 2.562 -2.677 -0.06 -0.02 0.01 -1.74
C 1.237 1.531 -3.861 -0.16 0.02 0.01 -1.47
C 0.956 3.623 -2.445 -0.12 -0.08 -0.01 -1.50
C 3.021 -1.389 0.661 -0.05 -0.04 -0.02 1.60
C 4.051 -0.830 1.658 -0.01 -0.03 -0.01 -1.84
C 3.873 -1.923 -0.508 -0.10 0.00 0.05 -1.76
C 2.282 -2.570 1.309 0.00 0.09 -0.05 -1.32
C 1.204 1.157 2.406 0.03 0.00 -0.02 1.90
C 2.439 1.973 2.830 0.01 -0.05 0.01 -1.64
C -0.002 2.098 2.598 0.00 -0.02 -0.05 -1.60
C 1.018 -0.038 3.341 -0.04 -0.04 -0.04 -1.63
H 0.598 2.760 0.191 -0.14 -0.14 -0.07 0.61
H 2.607 -0.350 -1.971 -0.12 -0.08 0.05 1.26
H 3.742 1.654 -2.866 0.06 -0.08 -0.01 0.37
H 3.539 3.011 -1.755 0.03 0.05 0.08 0.38
H 3.377 3.256 -3.491 0.00 0.04 -0.07 0.45
H 1.888 0.676 -4.046 0.03 -0.06 0.00 0.28
H 1.316 2.183 -4.729 0.02 0.02 -0.04 0.44
H 0.209 1.166 -3.794 0.05 0.04 -0.01 0.16
H 1.384 4.199 -1.626 0.03 0.01 0.06 0.31
H -0.113 3.527 -2.263 0.02 0.00 -0.04 0.15
H 1.089 4.209 -3.353 -0.01 0.02 -0.04 0.45
H 4.551 0.050 1.257 0.03 0.05 -0.02 0.38
H 4.810 -1.590 1.838 0.02 -0.04 0.01 0.56
H 3.615 -0.579 2.616 -0.02 0.01 0.03 0.24
H 4.482 -1.138 -0.955 0.04 0.06 -0.03 0.38
H 3.314 -2.410 -1.307 -0.08 -0.03 -0.05 0.21
H 4.555 -2.676 -0.115 -0.01 -0.01 0.00 0.52
H 1.830 -2.300 2.258 -0.06 0.03 0.03 0.19
H 2.996 -3.369 1.498 0.05 -0.02 0.02 0.66
H 1.482 -2.974 0.690 0.00 -0.04 -0.11 -0.04
H 2.568 2.840 2.183 0.01 0.06 -0.04 0.31
H 3.359 1.398 2.813 0.02 0.00 -0.01 0.25
H 2.292 2.337 3.845 -0.01 0.02 0.07 0.48
H 0.192 3.091 2.197 0.00 0.05 -0.03 0.41
H -0.172 2.226 3.666 0.01 0.02 0.04 0.53
H -0.920 1.716 2.158 -0.02 -0.04 0.02 0.06
H 1.921 -0.626 3.463 0.02 -0.03 -0.01 0.26
H 0.221 -0.706 3.012 -0.02 0.01 0.02 0.02
H 0.748 0.327 4.331 0.00 0.02 0.05 0.61
C -3.882 -2.867 -2.148 -0.11 0.03 0.00 -0.59
O -2.507 -3.292 -2.302 0.25 0.14 0.05 -0.50
C -1.554 -2.435 -2.069 0.05 0.16 -0.12 0.27
O -1.712 -1.241 -1.741 -0.29 -0.12 0.41 -0.34
N -0.326 -2.933 -2.268 0.06 0.06 0.08 -0.56
N 0.735 -2.066 -1.998 -0.12 0.13 0.04 0.02
H -4.465 -3.779 -2.230 0.03 0.07 0.01 0.29
H -4.139 -2.177 -2.950 0.00 -0.03 0.04 0.29
H -4.020 -2.404 -1.173 -0.01 -0.01 -0.02 0.23
H -0.185 -3.890 -2.567 0.01 0.14 0.04 0.28
H 1.251 -1.860 -2.853 -0.09 -0.06 0.09 0.35
H 1.362 -2.489 -1.313 -0.14 0.08 -0.13 0.17
C -2.257 2.182 -3.425 -0.11 -0.04 0.00 -1.28
As -2.027 1.580 -1.594 0.01 0.56 -0.08 0.72
C -2.253 3.177 -0.518 -0.05 0.05 -0.07 -1.26
C -3.775 0.781 -1.351 -0.08 0.05 0.02 -0.92
H -3.206 2.725 -3.450 0.13 -0.07 -0.03 0.52
H -2.325 1.315 -4.083 0.01 0.03 0.05 0.41
H -1.458 2.829 -3.766 0.04 0.03 0.01 0.38
H -3.070 3.770 -0.935 0.07 -0.05 0.05 0.59
H -1.351 3.782 -0.485 -0.03 0.00 -0.02 0.33
H -2.513 2.865 0.493 0.01 0.00 0.00 0.29
H -4.502 1.597 -1.367 0.06 -0.10 -0.01 0.57
H -3.836 0.255 -0.402 0.00 0.02 -0.04 0.05
H -3.976 0.100 -2.175 0.01 0.03 0.04 0.24
Br -4.607 -3.689 5.827 0.00 0.00 0.00 -0.10
C -3.668 -2.907 4.410 0.04 -0.01 -0.03 -0.02
C -3.885 -1.566 4.105 0.04 -0.04 -0.04 -1.00
C -3.194 -0.991 3.058 0.04 -0.12 -0.04 -0.17
C -2.282 -1.757 2.324 -0.03 0.01 -0.05 0.64
C -2.067 -3.102 2.641 -0.05 0.09 0.04 -0.22
C -2.764 -3.680 3.681 -0.04 0.07 0.02 -0.85
C -1.530 -1.143 1.251 0.00 -0.11 -0.08 -0.32
O -0.596 -1.733 0.601 0.07 -0.08 0.27 -0.91
O -1.742 0.069 0.856 0.14 0.08 0.12 -1.10
H -4.587 -0.989 4.687 -0.05 0.04 0.04 0.48
H -3.350 0.048 2.810 -0.01 0.08 -0.02 0.57
H -1.356 -3.683 2.074 0.06 -0.05 -0.05 0.53
H -2.615 -4.717 3.938 0.01 -0.07 0.02 0.47
```
Positions in Å, forces in eV/Å.

Computed properties:
HOMO energy (spin up / spin down)	-13.822 / -13.732	eV
charge	+2
energy above the lowest of the compared OMol25 structures with the same formula, charge and spin	0.00	kcal per mole
LUMO level (spin up / spin down)	-0.2423 / -0.2403	hartree
gap between HOMO and LUMO (spin up / spin down)	0.266 / 0.264	Ha

---

# C29H48BaF3N9S5Se

A molecular structure, C29H48BaF3N9S5Se (the ωB97M-V functional and the def2-TZVPD basis, the OMol25 dataset).

Geometry as XYZ:
```
96
Properties=species:S:1:pos:R:3:forces:R:3:mulliken_charge:R:1
Ba -0.379 0.795 0.406 -0.01 -0.07 0.12 0.89
C 0.978 -0.935 -5.447 -0.01 0.09 -0.02 -0.68
S -0.563 -1.595 -4.786 -0.01 -0.09 -0.02 -0.09
C -0.237 -1.601 -3.023 -0.03 0.20 -0.10 -0.03
S 0.536 -0.191 -2.358 0.27 -0.43 0.07 0.06
N -0.708 -2.660 -2.468 -0.10 0.09 0.15 -0.71
N -0.672 -2.860 -1.123 0.14 0.05 -0.13 -0.25
C -1.419 -2.158 -0.374 -0.09 -0.12 0.07 -0.38
C -1.467 -2.453 1.076 0.17 0.01 -0.05 0.61
C -1.450 -3.754 1.565 0.02 -0.01 0.01 -0.72
C -1.461 -3.938 2.937 0.00 -0.02 0.00 -0.66
C -1.480 -2.829 3.773 0.00 0.02 0.00 -0.54
C -1.492 -1.570 3.198 -0.03 0.00 0.01 -0.84
N -1.488 -1.384 1.878 -0.13 0.00 -0.02 0.76
H 0.806 -0.776 -6.511 -0.01 -0.02 0.00 0.39
H 1.790 -1.647 -5.315 0.00 0.00 0.02 0.25
H 1.231 0.009 -4.971 0.00 0.00 0.00 0.13
H -2.024 -1.328 -0.751 -0.06 -0.11 0.00 0.53
H -1.423 -4.582 0.871 0.00 0.00 0.00 0.58
H -1.457 -4.938 3.353 0.01 0.00 0.00 0.43
H -1.491 -2.932 4.849 0.01 -0.01 0.00 0.53
H -1.505 -0.672 3.804 -0.02 0.00 -0.01 0.26
N -2.677 0.662 -2.003 0.04 0.01 0.03 0.21
C -2.379 1.790 -2.898 0.04 -0.04 -0.03 -0.48
C -2.311 3.085 -2.120 -0.07 0.09 0.16 -0.64
N -1.151 3.090 -1.227 0.22 0.00 0.15 -0.01
H -2.422 -0.192 -2.489 0.01 -0.02 0.01 0.27
H -3.680 0.620 -1.852 -0.03 -0.03 -0.02 -0.34
H -3.110 1.885 -3.707 -0.02 0.01 0.02 0.44
H -1.408 1.589 -3.355 -0.01 0.01 -0.03 0.25
H -3.203 3.166 -1.492 -0.03 0.05 -0.03 0.15
H -2.322 3.935 -2.810 0.02 -0.01 -0.02 0.38
H -1.152 3.890 -0.601 0.01 -0.03 0.05 0.18
H -0.292 3.146 -1.768 -0.05 0.04 -0.08 -0.03
C 6.144 1.215 -3.093 0.00 -0.04 0.05 -0.73
C 5.754 -0.221 -2.726 0.03 -0.01 0.00 -0.66
S 4.070 -0.531 -2.152 0.02 -0.01 -0.01 -0.03
C 4.165 -0.083 -0.403 0.04 0.03 0.01 -0.07
C 4.338 1.396 -0.072 0.02 -0.02 0.14 -0.65
S 2.931 2.506 -0.324 -0.16 -0.23 -0.23 -0.03
C 2.858 2.612 -2.141 0.05 0.09 -0.02 0.53
C 4.132 3.184 -2.785 0.00 -0.02 0.08 -0.99
S 4.937 2.163 -4.052 0.01 0.05 -0.06 -0.10
H 7.046 1.178 -3.707 0.00 0.00 0.00 0.44
H 6.404 1.799 -2.211 -0.01 0.01 -0.01 0.27
H 6.466 -0.616 -1.995 0.00 -0.01 -0.02 0.35
H 5.840 -0.847 -3.616 -0.01 0.01 -0.01 0.41
H 4.991 -0.642 0.049 -0.01 0.00 0.00 0.56
H 3.236 -0.467 0.025 -0.02 0.02 -0.03 -0.34
H 5.209 1.803 -0.584 -0.01 0.05 0.02 0.39
H 4.547 1.502 0.998 0.00 -0.04 0.00 0.23
H 2.022 3.291 -2.323 0.00 -0.01 0.01 0.22
H 2.604 1.645 -2.564 -0.02 0.00 -0.01 -0.37
H 4.881 3.426 -2.030 -0.01 0.04 -0.01 0.38
H 3.902 4.123 -3.289 -0.01 -0.02 -0.02 0.40
C 2.711 1.232 4.537 0.01 0.01 -0.01 -1.64
C 2.584 -0.199 4.026 0.00 -0.02 0.01 1.58
C 1.694 -1.007 4.965 -0.01 -0.03 0.00 -1.64
C 3.968 -0.844 3.918 0.03 -0.02 0.02 -1.78
N 1.915 -0.103 2.712 -0.12 0.18 -0.02 0.82
N 1.814 -1.284 1.938 -0.20 -0.10 -0.21 -0.33
H 3.066 1.233 5.568 0.02 -0.01 -0.01 0.46
H 1.752 1.745 4.485 0.00 -0.01 0.03 0.26
H 3.422 1.802 3.933 -0.02 0.01 -0.01 0.38
H 2.118 -1.023 5.970 0.02 -0.01 -0.01 0.51
H 1.595 -2.044 4.634 -0.02 0.01 -0.01 0.38
H 0.701 -0.558 5.015 0.02 0.02 0.02 0.21
H 4.509 -0.743 4.861 -0.02 -0.01 0.01 0.48
H 4.563 -0.355 3.141 0.00 0.01 0.01 0.21
H 3.912 -1.911 3.693 0.00 0.01 -0.02 0.42
H 2.388 0.597 2.149 0.00 0.04 0.02 -0.43
H 1.102 -1.874 2.353 -0.02 -0.01 -0.04 0.01
H 2.675 -1.827 1.899 0.05 0.07 0.04 0.19
F 1.455 3.237 2.496 -0.02 0.03 -0.02 -0.28
C 0.140 2.902 2.158 0.09 0.27 0.04 -0.32
F -0.341 4.128 1.633 -0.02 0.00 0.03 -0.33
F -0.477 2.852 3.403 0.01 0.01 -0.01 -0.29
C -5.012 -1.404 1.158 0.00 0.02 0.00 -1.01
N -5.131 -0.033 0.709 0.00 -0.01 -0.02 0.39
C -4.731 1.064 1.408 0.01 -0.07 0.12 -0.41
Se -3.964 1.138 3.058 0.06 0.07 -0.14 -0.16
N -5.037 2.140 0.635 0.05 -0.01 -0.01 0.10
C -5.637 1.747 -0.550 -0.07 0.02 0.02 0.41
C -6.115 2.452 -1.641 0.04 -0.02 -0.01 -0.47
C -6.656 1.710 -2.683 0.00 0.01 -0.01 -0.62
C -6.722 0.318 -2.630 0.00 0.00 -0.01 -0.74
C -6.250 -0.387 -1.530 0.04 0.01 -0.01 -0.40
C -5.704 0.354 -0.496 -0.04 -0.01 0.02 0.09
H -4.367 -1.414 2.033 0.00 -0.01 0.01 0.15
H -4.572 -2.010 0.365 0.00 0.00 0.01 0.35
H -5.991 -1.804 1.423 0.00 0.00 -0.01 0.34
H -4.817 3.074 0.938 -0.03 0.01 0.01 0.29
H -6.068 3.532 -1.684 0.00 0.00 0.00 0.46
H -7.037 2.226 -3.554 0.00 -0.01 0.00 0.40
H -7.151 -0.224 -3.461 0.00 0.00 0.00 0.40
H -6.299 -1.467 -1.489 -0.01 0.00 0.00 0.46
```
Positions in Å, forces in eV/Å.

Computed properties:
HOMO energy	-7.498	eV
charge	0
LUMO level	0.0031	hartree
gap between HOMO and LUMO	0.279	Ha

---

# C29H48Br6O18

9 unconnected molecules or ions with the total composition C29H48Br6O18 at a distorted geometry (the ωB97M-V functional and the def2-TZVPD basis, the OMol25 dataset).

Geometry as XYZ:
```
101
Properties=species:S:1:pos:R:3:forces:R:3:mulliken_charge:R:1
C 2.785 -22.631 25.191 1.12 1.20 0.86 -1.19
C 3.984 -23.508 25.512 -0.96 -0.44 0.69 0.46
C 3.725 -24.412 26.727 -0.91 0.35 -0.25 -0.44
O 4.233 -25.675 26.334 0.18 -0.48 0.93 -0.36
C 4.423 -25.702 25.022 0.61 0.19 -1.46 0.64
O 4.802 -26.620 24.362 -0.31 -0.04 0.58 -0.53
O 4.169 -24.484 24.480 0.32 0.45 0.02 -0.36
H 3.064 -21.833 24.502 -0.27 -0.60 -0.78 0.29
H 2.610 -21.990 26.065 -0.29 -0.45 0.35 0.29
H 1.887 -23.192 24.957 0.07 0.05 -0.29 0.34
H 4.881 -22.927 25.735 0.16 0.02 -0.68 0.25
H 2.646 -24.500 26.882 -0.01 -0.14 0.08 0.29
H 4.165 -24.065 27.655 0.34 -0.12 0.00 0.30
C -4.702 -15.966 28.122 -0.19 0.55 -0.53 -1.59
C -3.796 -14.817 28.470 0.59 0.15 1.22 1.13
C -4.353 -13.651 29.301 -0.36 -0.10 -0.98 -0.60
O -3.235 -13.281 30.093 0.03 0.47 0.11 -0.32
C -2.431 -14.354 30.246 -0.48 0.02 1.20 0.64
O -1.602 -14.423 31.106 0.04 -0.02 -0.68 -0.40
O -2.814 -15.324 29.425 0.49 -0.58 -0.51 -0.31
H -5.093 -16.440 29.019 -0.03 0.10 0.04 0.34
H -4.189 -16.714 27.519 0.10 0.03 0.05 0.35
H -5.520 -15.562 27.521 -0.14 -0.20 0.04 0.41
H -3.213 -14.384 27.653 -0.23 -0.31 -0.30 -0.21
H -5.204 -13.941 29.920 0.13 -0.03 0.17 0.25
H -4.626 -12.803 28.676 -0.04 0.02 0.08 0.36
C -1.827 -16.838 23.096 0.20 -0.72 -0.46 -1.03
C -1.469 -15.689 22.174 -0.48 -0.35 1.01 0.49
C -2.628 -15.224 21.279 1.04 -0.14 -1.03 -0.50
O -2.820 -13.863 21.645 -0.64 -0.24 0.39 -0.35
C -2.091 -13.573 22.745 0.92 0.70 -0.22 0.55
O -2.094 -12.530 23.320 -0.44 -0.18 0.00 -0.53
O -1.231 -14.568 23.039 -0.35 0.10 -0.45 -0.11
H -1.712 -17.787 22.563 -0.12 -0.04 0.04 0.37
H -2.862 -16.771 23.433 0.01 0.13 0.03 0.50
H -1.175 -16.876 23.968 0.09 0.16 -0.05 -0.13
H -0.570 -15.872 21.586 0.09 0.01 0.14 0.20
H -3.521 -15.847 21.309 -0.20 0.32 0.62 0.29
H -2.304 -15.255 20.237 -0.07 0.22 -0.02 0.31
C -0.480 -11.447 31.404 1.44 0.82 0.54 -1.16
C -0.341 -10.684 30.095 -1.19 -0.49 0.07 0.47
C -0.367 -11.604 28.862 0.93 0.46 0.27 1.09
O -1.280 -10.951 27.986 -0.15 -0.54 -0.61 -0.33
C -2.045 -10.089 28.672 -0.72 -0.13 1.16 0.61
O -3.050 -9.566 28.304 0.38 -0.06 -0.51 -0.56
O -1.585 -9.973 29.936 0.08 0.46 -0.30 -0.41
H 0.307 -12.201 31.471 -0.35 -0.41 -0.21 0.08
H -1.483 -11.827 31.557 0.10 -0.34 -0.33 0.30
H -0.245 -10.809 32.261 -0.22 0.27 -0.13 0.47
H 0.440 -9.927 30.028 0.27 -0.27 0.30 0.37
H -0.626 -12.628 29.139 -0.55 0.08 -0.21 -0.54
H 0.592 -11.661 28.350 0.00 0.09 0.04 -0.50
C 2.117 -21.301 33.576 -0.22 0.86 0.04 -1.32
C 2.202 -21.587 32.099 0.92 -1.17 0.58 0.35
C 0.987 -21.428 31.217 0.60 -0.33 0.11 -0.29
O 1.607 -21.093 29.962 -0.22 0.29 -0.06 -0.29
C 2.838 -20.577 30.196 -0.01 0.97 0.21 0.63
O 3.500 -20.001 29.389 -0.12 -0.49 -0.06 -0.55
O 3.165 -20.715 31.497 -0.06 0.31 -0.44 -0.35
H 1.795 -20.267 33.734 -0.16 -0.02 -0.09 0.23
H 3.101 -21.350 34.040 0.02 -0.33 -0.08 0.35
H 1.416 -21.944 34.105 0.07 -0.19 -0.13 0.38
H 2.637 -22.583 31.936 -0.29 -0.13 0.18 0.30
H 0.347 -20.641 31.620 -0.20 0.09 -0.52 0.26
H 0.489 -22.381 31.056 -0.36 0.18 0.21 0.32
Br 3.477 -13.876 29.580 0.12 -0.16 -0.38 -0.18
C 4.077 -13.517 27.719 0.26 0.49 0.98 -0.56
C 2.968 -12.731 27.061 0.60 -0.75 -0.54 -0.18
Br 3.683 -11.892 25.419 -0.31 -0.18 0.50 -0.15
H 4.369 -14.461 27.272 -0.34 -0.02 -0.13 0.42
H 4.967 -12.917 27.881 -0.02 0.05 -0.16 0.43
H 2.599 -11.980 27.748 -0.02 0.23 -0.31 0.34
H 2.197 -13.425 26.738 -0.27 0.29 0.05 -0.18
Br 1.660 -17.689 31.857 0.14 0.02 -0.14 -0.19
C 0.889 -15.886 31.579 0.69 -0.62 0.51 0.25
C 1.185 -15.068 32.828 -1.16 -0.87 -0.37 -0.56
Br -0.099 -15.567 34.246 0.44 0.24 -0.21 -0.20
H -0.140 -16.128 31.365 -0.08 0.58 0.00 0.25
H 1.419 -15.457 30.734 -0.19 -0.14 -0.20 -0.41
H 1.019 -14.018 32.610 0.18 0.07 0.24 0.18
H 2.172 -15.341 33.182 0.05 0.49 0.19 0.63
Br 2.074 -15.947 23.948 0.12 -0.93 -0.39 -0.08
C 1.837 -17.702 23.038 -0.62 0.13 -0.36 -0.55
C 1.550 -18.853 23.990 0.28 0.32 -0.02 -0.31
Br 0.821 -20.400 22.984 0.28 0.66 0.31 -0.16
H 2.685 -17.853 22.376 0.24 -0.05 0.33 0.42
H 0.977 -17.579 22.381 -0.04 0.23 0.15 0.18
H 0.812 -18.569 24.735 -0.12 -0.09 -0.07 0.04
H 2.455 -19.178 24.497 -0.05 -0.18 -0.03 0.46
C 0.825 -18.071 28.234 0.68 -0.98 0.16 -0.55
O 0.306 -17.327 27.145 0.12 0.09 -0.59 -0.22
C 0.195 -16.006 27.273 -0.84 -0.50 0.69 0.37
O 0.344 -15.401 28.304 0.29 0.39 -0.19 -0.38
O -0.231 -15.538 26.107 -0.15 0.23 -0.07 0.11
C -0.768 -14.210 26.058 0.01 0.26 0.20 0.11
H 0.046 -18.489 28.873 -0.19 0.53 0.09 0.35
H 1.584 -17.540 28.803 -0.26 0.23 0.05 0.25
H 1.316 -18.944 27.799 0.04 0.13 -0.12 0.10
H -0.800 -13.744 27.042 0.12 -0.18 0.05 -0.66
H -1.778 -14.282 25.663 0.05 0.01 -0.12 0.25
H -0.165 -13.598 25.391 -0.01 -0.08 -0.09 0.38
```
Positions in Å, forces in eV/Å.

Computed properties:
HOMO energy	-9.882	eV
charge	0
energy above the lowest of the compared OMol25 structures with the same formula, charge and spin	3.98	kcal per mole
SMILES	C[C@H]1COC(=O)O1.C[C@H]1COC(=O)O1.C[C@H]1COC(=O)O1.C[C@H]1COC(=O)O1.C[C@H]1COC(=O)O1.COC(=O)OC.BrCCBr.BrCCBr.BrCCBr
LUMO level	0.0043	hartree
gap between HOMO and LUMO	0.367	Ha